Entry from the OMol25 dataset: C6H10O in the gas phase (ωB97M-V/def2-TZVPD).

The geometry in XYZ format:
```
17
Properties=species:S:1:pos:R:3:forces:R:3
C 1.8181 -0.6554 0.0798 0.0 0.0 0.0
C 0.5604 0.1100 0.4976 -0.1 0.0 0.1
C 0.2928 1.3988 -0.3124 -0.2 0.0 0.0
C -1.1817 1.6336 -0.5142 0.2 -0.4 0.2
C -1.8242 0.3872 -0.0031 -0.1 -0.1 -0.1
C -0.7798 -0.6783 0.4181 -0.1 0.2 0.3
O -0.7585 -1.7759 -0.4789 0.1 0.1 -0.3
H 1.7551 -1.0062 -0.9566 0.0 0.0 0.1
H 2.6958 0.0009 0.1483 -0.2 -0.1 0.0
H 2.0005 -1.5305 0.7142 -0.1 0.2 -0.1
H 0.6943 0.4109 1.5434 -0.1 0.0 -0.1
H 0.7234 1.3534 -1.3333 -0.2 0.0 0.1
H 0.7877 2.2837 0.1184 -0.2 -0.1 -0.2
H -2.5920 -0.0143 -0.6871 0.5 0.0 -0.5
H -2.5993 0.6374 0.7418 0.6 0.4 0.4
H -1.0202 -1.1227 1.3866 0.0 0.0 -0.1
H -0.5724 -1.4325 -1.3627 0.0 -0.2 0.1
```
Forces are in eV/Å.

Values from the calculation:
F_max in Eh/bohr: 0.0164
HOMO in eV: -8.399
Orbital gap in eV: 8.51

Entry from the OMol25 dataset: a 2-piece molecular cluster, C2H3N3O2 overall at a distorted geometry (ωB97M-V/def2-TZVPD).

The geometry in XYZ format:
```
10
Properties=species:S:1:pos:R:3:forces:R:3
C -0.6196 1.2446 -0.2276 0.1 -3.8 0.6
C -1.2619 -0.1518 -0.2069 -1.0 1.1 0.1
N 0.5610 1.1042 0.2791 0.1 1.1 -1.1
N -0.2877 -0.9521 0.2897 1.4 1.9 -0.2
N 0.7853 -0.1668 0.6192 0.0 -2.3 0.8
O -2.3877 -0.5285 -0.3960 -0.7 0.3 -0.5
O 2.2521 -0.8226 -0.5601 -1.0 0.6 0.6
H -1.0973 2.0889 -0.5966 -0.4 1.6 -0.4
H -0.5362 -1.7372 0.8515 0.4 -0.7 0.2
H 2.5921 -0.0787 -0.0524 1.1 0.1 -0.2
```
Forces are in eV/Å.

Values from the calculation:
F_max in Eh/bohr: 0.0747
HOMO (spin up / spin down) in eV: -9.897 / -10.365
Orbital gap (spin up / spin down) in eV: 8.57 / 8.18

Entry from the OMol25 dataset: C4H11O3 as an isolated structure at a distorted geometry (ωB97M-V/def2-TZVPD).

The geometry in XYZ format:
```
18
Properties=species:S:1:pos:R:3:forces:R:3
C -1.3752 -0.5841 -0.4614 2.3 -2.7 2.7
C -0.1413 -0.5256 -1.4068 -0.3 4.6 1.9
C 0.4134 1.0468 -1.3456 -0.5 -3.3 3.7
O -0.6344 1.8855 -1.5397 2.2 -0.9 -7.0
C -0.7624 -0.4032 1.1259 1.0 1.8 -2.7
O 0.4309 -1.0620 1.3626 -1.8 0.3 -0.9
H -2.1720 0.1018 -0.6568 -0.2 0.7 -0.3
H -1.8711 -1.6246 -0.4128 0.9 1.2 -0.5
H -0.4885 -0.6173 -2.3783 0.1 -1.1 -2.2
H 0.7504 -0.9262 -0.9836 0.2 -1.8 -0.1
H 1.3552 1.2650 -1.7988 0.1 0.3 -2.0
H 0.8309 1.0981 -0.3280 -0.7 0.1 0.4
H -1.1160 2.3166 -0.9603 -2.6 2.5 5.2
H -0.8509 0.7952 1.2085 0.9 -1.8 0.3
H -1.5283 -0.7691 1.7250 -1.7 -0.7 1.4
H 3.1663 -0.8972 2.4902 2.1 -2.1 0.5
H 1.4943 -0.8025 2.0209 1.0 1.4 -0.1
O 2.4986 -0.2970 2.3389 -2.8 1.6 -0.4
```
Forces are in eV/Å.

Values from the calculation:
F_max in Eh/bohr: 0.1436
HOMO in eV: -3.781
Total charge: -1
Orbital gap in eV: 7.46

Entry from the OMol25 dataset: C25H25BrN6O3PdS as an isolated structure (ωB97M-V/def2-TZVPD).

The geometry in XYZ format:
```
62
Properties=species:S:1:pos:R:3:forces:R:3
Pd -2.4537 0.7391 -0.5716 -0.3 0.2 -0.4
C -0.8918 -0.4293 -3.5195 0.0 0.0 0.0
O -0.1743 -0.2239 -2.3079 0.0 0.0 0.0
C 0.9805 -0.9187 -2.1257 0.0 0.0 0.0
C 1.5205 -1.8202 -3.0197 0.0 0.0 0.0
C 2.7298 -2.4314 -2.6938 0.0 0.0 0.0
Br 3.4700 -3.6674 -3.9244 0.0 0.0 0.0
C 3.3884 -2.1633 -1.5213 0.0 0.0 0.0
C 2.8339 -1.2564 -0.6073 0.1 0.0 0.0
C 1.6307 -0.6424 -0.9132 0.0 0.1 0.0
O 1.0680 0.2646 -0.0615 0.0 -0.1 0.1
C 3.5720 -1.0022 0.6402 -0.1 -0.1 -0.1
N 4.7549 -1.4979 0.8947 0.0 0.1 0.1
C 5.0748 -1.0228 2.1545 0.1 -0.1 -0.1
C 6.2202 -1.2295 2.9235 0.0 0.0 0.0
C 6.2837 -0.6296 4.1641 0.0 0.0 0.0
C 5.2306 0.1665 4.6470 0.0 0.0 0.0
C 4.0889 0.3820 3.9006 0.0 0.0 0.0
C 4.0361 -0.2262 2.6498 -0.1 0.1 0.0
N 3.0810 -0.2320 1.6587 0.1 0.0 0.0
H -0.2634 -0.1822 -4.3783 0.0 0.0 0.0
H -1.7438 0.2441 -3.4749 0.0 0.0 0.0
H -1.2276 -1.4668 -3.5931 0.0 0.0 0.0
H 1.0293 -2.0501 -3.9525 0.0 0.0 0.0
H 4.3270 -2.6346 -1.2718 0.0 0.0 0.0
H 0.1401 0.3864 -0.3170 0.0 0.1 0.0
H 7.0267 -1.8446 2.5474 0.0 0.0 0.0
H 7.1597 -0.7731 4.7829 0.0 0.0 0.0
H 5.3166 0.6186 5.6265 0.0 0.0 0.0
H 3.2774 0.9924 4.2746 0.0 0.0 0.0
H 2.1938 0.2406 1.6289 0.0 0.0 0.0
C -4.6940 -5.2429 -1.1282 0.0 0.0 0.0
C -4.4070 -3.7845 -1.3122 0.0 0.0 0.0
C -4.5929 -3.1465 -2.5348 0.0 0.0 0.0
C -4.2807 -1.8029 -2.5957 -0.1 0.2 -0.1
N -3.8194 -1.1324 -1.5471 0.3 -0.3 0.2
C -3.6506 -1.8415 -0.4121 0.1 0.2 0.1
S -2.9795 -0.9171 0.9290 -0.1 -0.2 0.1
N -3.9379 -3.1263 -0.2507 0.0 0.0 -0.1
H -5.4566 -5.5921 -1.8226 0.0 0.0 0.0
H -5.0090 -5.4307 -0.1044 0.0 0.0 0.0
H -3.7828 -5.8178 -1.3059 0.0 0.0 0.0
H -4.9746 -3.6745 -3.3966 0.0 0.0 0.0
H -4.4145 -1.2313 -3.5082 0.0 0.0 0.0
N -0.2194 5.4205 3.1625 0.0 0.0 0.0
C -0.6977 4.4280 2.3605 0.0 0.0 0.0
C -1.5768 3.4563 2.8528 0.0 0.0 0.0
C -2.0051 2.4523 2.0165 0.0 0.0 0.0
N -1.6304 2.3506 0.7361 0.1 0.0 0.1
C -0.7931 3.2804 0.2639 0.0 0.0 0.0
C -0.3049 4.3191 1.0219 0.0 0.0 0.0
H -0.6381 5.5755 4.0613 0.0 0.0 0.0
H 0.2733 6.1935 2.7541 0.0 0.0 0.0
H -1.9157 3.4842 3.8799 0.0 0.0 0.0
H -2.6811 1.6855 2.3754 0.0 0.0 0.0
H -0.5083 3.1750 -0.7762 0.0 0.0 0.0
H 0.3763 5.0355 0.5824 0.0 0.0 0.0
C -3.0842 3.2761 -2.1040 0.0 0.0 0.1
O -2.7626 1.9209 -2.1214 0.0 0.0 -0.1
H -3.8935 3.4934 -2.8100 0.0 0.0 0.0
H -2.2182 3.8878 -2.3962 0.0 0.0 0.0
H -3.4010 3.6162 -1.1094 0.0 0.0 0.0
```
Forces are in eV/Å.

Values from the calculation:
F_max in Eh/bohr: 0.0103
HOMO (spin up / spin down) in eV: -7.611 / -7.924
Spin multiplicity: 3
Orbital gap (spin up / spin down) in eV: 7.94 / 6.53

Entry from the OMol25 dataset: an isolated ion of composition C5H7N and charge -1 at a distorted geometry (ωB97M-V/def2-TZVPD).

The geometry in XYZ format:
```
13
Properties=species:S:1:pos:R:3:forces:R:3
C 1.5564 -1.1856 0.9734 -1.6 -0.1 0.1
C 0.5385 -0.3272 0.2805 0.0 0.1 0.1
C -0.1464 -0.7155 -0.8812 0.4 0.3 0.1
N -1.1912 0.2408 -1.0983 0.1 -1.2 -0.1
C -1.0126 1.2916 -0.1501 -0.3 -0.4 -0.9
C 0.0011 0.8816 0.7254 -0.2 0.4 0.0
H 1.0229 -2.0405 1.4248 0.1 -0.2 -0.1
H 2.1966 -1.6160 0.2003 0.8 0.2 0.5
H 1.9600 -0.6629 1.8451 0.7 0.0 -0.5
H -0.1451 -1.7030 -1.3171 -0.3 -0.1 0.0
H -1.4657 0.3475 -2.0650 0.1 0.7 0.3
H -1.6419 2.1491 -0.2886 0.1 0.4 0.5
H 0.2892 1.4337 1.6107 0.1 -0.1 0.0
```
Forces are in eV/Å.

Values from the calculation:
F_max in Eh/bohr: 0.0312
HOMO (spin up / spin down) in eV: 1.879 / -2.240
Spin multiplicity: 2
Total charge: -1
Orbital gap (spin up / spin down) in eV: 2.80 / 6.71

Entry from the OMol25 dataset: a 2-piece molecular cluster, C4H11N2 overall at a distorted geometry (ωB97M-V/def2-TZVPD).

The geometry in XYZ format:
```
17
Properties=species:S:1:pos:R:3:forces:R:3
C 0.4106 -1.0585 0.1900 -0.4 -1.1 -1.1
C 0.8834 -0.3975 -1.0692 2.8 -0.8 -1.2
C 2.2856 -0.2000 -1.6503 -0.6 1.7 5.6
C -2.4825 0.8972 0.7278 0.6 0.7 0.4
N -2.0682 0.5004 1.8734 0.9 1.4 0.2
N 0.2667 0.3909 -0.1311 -2.1 1.6 3.8
H -0.5245 -1.6764 -0.0124 1.4 0.6 0.9
H 1.1826 -1.3620 0.9403 -1.0 0.2 -0.7
H 0.2141 -0.5204 -1.8455 -1.4 -0.5 -1.7
H 2.5544 -0.9249 -2.2960 0.9 -2.0 -2.5
H 2.9752 -0.2010 -0.7762 0.0 -0.8 -0.3
H 2.4648 0.8248 -1.8515 -0.3 0.9 -1.6
H -2.2003 1.9496 0.4875 -0.7 -1.1 -0.3
H -3.1178 0.2272 0.1275 0.6 0.5 0.1
H -2.1049 -0.4554 2.1718 -0.3 -0.5 0.2
H -1.4895 1.1539 2.4585 -0.8 -1.0 -0.7
H 0.7504 0.8521 0.6554 0.6 0.1 -1.3
```
Forces are in eV/Å.

Values from the calculation:
F_max in Eh/bohr: 0.1152
HOMO in eV: -13.064
Total charge: +1
Orbital gap in eV: 7.86